Record 1
29
Properties=species:S:1:pos:R:3 method="wB97M-V/def2-TZVPD" e_homo_ev=-8.8952 lumo_energy_ev=-0.80 multiplicity=1
Cs -1.5076 -3.3886 -2.1331
O -1.9811 -1.1993 1.6145
O 1.4658 -1.7653 -4.5016
O -0.4447 -1.2491 -0.4823
O 1.4210 0.5264 -0.1973
N 0.4698 -0.4080 -3.0194
N 2.5719 -1.0287 -2.7315
C 1.3996 1.1138 1.0425
C -2.8599 -0.0949 1.5869
C -3.1666 0.3333 2.9998
C 1.5112 -1.0724 -3.4603
C 2.5271 2.1848 1.2461
H -3.7236 -0.2140 0.9327
H 0.2573 -0.6667 -2.0665
H -3.7309 -0.5099 3.3982
H -3.7764 1.2313 2.8999
H -2.3913 0.7858 1.1479
H -0.9581 -0.6187 -1.0240
H 3.1181 2.1525 0.3308
H 1.9967 3.1035 1.4964
H 0.4780 1.5873 1.3809
H -2.3732 0.5108 3.7258
H -0.3599 -0.3626 -3.5936
H -1.3566 -1.2431 0.8867
H 0.6919 -0.0814 -0.3405
H 3.1911 1.8886 2.0582
H 3.4060 -1.5332 -2.9957
H 2.5611 -0.3302 -2.0021
H 1.5632 0.3480 1.8007

Record 2
9
Properties=species:S:1:pos:R:3 method="wB97M-V/def2-TZVPD" smiles="On1ocnc1=S" e_homo_ev=-9.1119 lumo_energy_ev=-0.63 multiplicity=1
S -0.8949 -0.2479 -2.3967
O 0.7280 -1.7527 -0.0579
O 0.3953 0.1065 1.2464
N -0.2128 1.4699 -0.4075
N -0.1752 -0.7256 0.1916
C 0.1176 1.3718 0.8053
C -0.4695 0.1854 -0.8768
H 0.2635 2.1666 1.5145
H 0.2480 -2.5739 -0.0188

Record 3
50
Properties=species:S:1:pos:R:3 method="wB97M-V/def2-TZVPD" total_charge=+2 s2=2.02 e_homo_ev="-15.2475 / -15.2769" lumo_energy_ev="-8.56 / -10.19" multiplicity=3
Mo 0.2650 -0.6175 1.0132
P 2.4424 -1.0605 0.2836
O 0.3821 2.7146 2.0451
O -2.4250 -0.8595 2.8329
N -1.9622 -1.5985 -1.6525
N -0.7396 0.6721 2.3362
C -1.5117 2.5317 3.5941
C -2.6980 -2.8304 -1.5124
C -0.4862 2.0372 2.5736
C -1.8958 0.2282 2.9944
C -1.8999 0.8178 -0.9984
C 3.0189 0.6447 -0.2134
C 3.8247 -1.7799 1.1747
C -2.3860 1.3484 3.9087
C 0.5836 0.8297 -0.6513
C 0.9368 2.8729 -2.4949
C -0.5292 1.3222 -1.3204
C 2.5224 -1.8963 -1.3307
C 2.0429 2.3608 -1.8254
C -1.0324 -1.5338 -2.7405
C 1.8690 1.3042 -0.9207
C -2.0848 -0.6739 -0.6054
C -0.3415 2.3738 -2.2496
H -2.1695 -3.6153 -0.9337
H 3.9290 -1.2773 2.1435
H -2.9106 -3.2111 -2.5256
H 3.0439 2.7492 -2.0006
H 3.9201 0.5512 -0.8367
H -3.1047 -0.7694 -0.1649
H 2.1470 -2.9194 -1.2078
H -3.6348 -2.6085 -0.9881
H -1.0065 2.9283 4.4803
H -2.0981 3.3396 3.1443
H -2.2929 1.0252 4.9491
H 3.2865 1.1719 0.7166
H 0.1975 -2.0901 1.8521
H -1.4462 -1.1507 0.2734
H -3.4409 1.5488 3.6987
H 1.9126 -1.3793 -2.0798
H -1.5134 -2.0843 -3.5717
H 1.0769 3.6807 -3.2165
H 4.7389 -1.6719 0.5769
H 3.5706 -1.9144 -1.6564
H 1.2541 -1.3695 2.1499
H -2.5632 1.0272 -1.8507
H -1.1990 2.7925 -2.7606
H -2.3098 1.4056 -0.1589
H 3.5992 -2.8404 1.3437
H -0.8356 -0.5073 -3.0592
H -0.0466 -2.0195 -2.5585

Record 4
84
Properties=species:S:1:pos:R:3 method="wB97M-V/def2-TZVPD" total_charge=-1 e_homo_ev=-2.3578 lumo_energy_ev=1.90 multiplicity=1
Cl 1.0449 1.5022 4.4914
P -1.4313 0.0020 3.2863
O 1.2276 1.3038 -2.0291
O -0.4954 2.8229 -2.0775
O 5.3297 0.3237 -0.5745
O -5.5519 -2.8460 -0.6750
O 6.0652 -0.3680 1.3762
O 3.4510 -3.6193 -4.6724
O -4.8443 -1.0122 -1.6552
O 2.0700 -5.2002 -3.7382
O 1.4910 7.4435 -5.8705
O 0.3692 7.2791 -7.7518
O 0.8693 5.3553 -6.5996
O -3.9980 -3.8295 9.0274
O 1.6610 -3.0797 -3.3368
O 0.2401 2.1311 -0.1268
O -4.5866 -1.2114 0.6192
O 7.0528 -1.1954 -0.5261
O -2.7148 -2.4819 7.6798
O -2.5934 -2.4308 9.9736
C 0.4076 2.0136 -1.4683
C 1.9861 -1.7016 -3.5084
C 1.1299 1.3299 0.6480
C 2.4917 -3.9343 -3.9858
C 5.3901 0.3023 -1.9993
C 0.9061 6.5690 -6.7276
C -1.5979 -1.4148 9.8687
C 2.8565 -6.2131 -4.3623
C 2.1022 6.8329 -4.7357
C -3.0663 -2.8741 8.7814
C 6.9551 -1.1693 2.1510
C -0.2679 0.2098 4.8007
C 6.2328 -0.4856 0.0347
C -2.4111 1.6079 2.9044
C -4.9566 -1.6456 -0.4604
C -2.8025 -1.2236 3.9293
C -5.7366 -3.6283 0.5032
C -0.2847 6.4832 -8.7383
C -4.5863 -4.3910 7.8557
C -4.2309 0.2734 -1.5824
C -0.4350 2.8015 -3.5023
H 2.9056 6.1574 -5.0467
H 6.8036 -2.2321 1.9365
H -6.2201 -4.5655 0.2143
H -6.3886 -3.1091 1.2131
H 4.6253 0.9847 -2.3803
H -1.1998 3.4839 -3.8833
H -3.0138 1.5343 1.8769
H -4.1930 0.6875 -2.5937
H -5.1114 -3.6214 7.2807
H 1.3572 6.3004 -4.1358
H 7.9948 -0.8800 1.9667
H 1.2578 -1.1101 -2.9470
H -2.0036 -0.5263 9.3742
H 0.9071 1.5025 1.7045
H -2.4556 -2.3006 3.6277
H -3.8760 -0.9374 3.5523
H -3.2481 1.8392 3.7228
H 2.9834 -1.4879 -3.1105
H 0.4232 5.7936 -9.2092
H -0.7188 -1.7895 9.3344
H 0.9784 0.2671 0.4335
H 6.7323 -0.9967 3.2075
H -1.2920 -1.1357 10.8807
H -2.8108 -1.1990 5.1189
H -1.1251 5.9365 -8.2984
H 0.5421 3.1495 -3.8526
H -0.9550 0.5854 5.7015
H -0.6759 7.1536 -9.5085
H -3.8266 -4.8845 7.2409
H 2.1696 1.6191 0.4637
H 2.8252 -6.1097 -5.4518
H 2.5377 7.6244 -4.1196
H -3.2063 0.1915 -1.2052
H -1.6833 2.5392 2.7581
H -4.7723 -3.8662 0.9637
H 1.9201 -1.4179 -4.5638
H -4.8226 0.9485 -0.9559
H 6.3672 0.6503 -2.3496
H 5.1761 -0.7017 -2.3798
H 3.8885 -6.1797 -3.9984
H -0.6490 1.7975 -3.8828
H 2.4295 -7.1841 -4.0967
H -5.3154 -5.1425 8.1705

Record 5
53
Properties=species:S:1:pos:R:3 method="wB97M-V/def2-TZVPD" smiles="Cc1ccc([C@@H](SC(=S)N2CCCCC2)c2cn(C)c3ccccc23)cc1" e_homo_ev=-7.5351 lumo_energy_ev=-0.60 multiplicity=1
S -1.8567 0.1678 0.3051
S -3.1129 2.4104 -1.0857
N -2.3012 0.2374 -2.3871
N -0.1660 0.3080 4.9840
C 0.8533 -3.1770 4.1206
C -0.3473 0.5392 6.4174
C -0.1368 0.6584 2.7347
C 0.7271 -1.7323 2.1696
C 0.3253 -0.8641 4.4108
C -2.7607 0.0182 -4.7903
C -0.3178 1.2290 1.3914
C 2.7140 1.0691 -1.5778
C 0.3497 -0.6779 2.9884
C 0.5645 -2.1039 4.9961
C 3.5061 0.6195 -2.7727
C -2.5347 0.9979 -3.6293
C 3.0481 0.6417 -0.2873
C -2.4293 0.8911 -1.1665
C 1.5752 1.8738 -1.7514
C 2.1494 0.8173 0.7829
C -1.1971 -1.5751 -3.6596
C 0.7033 2.0761 -0.6855
C -1.5199 -0.8455 -4.9627
C -1.1296 -0.6292 -2.4701
C -0.4147 1.2250 3.9854
C 0.9533 -2.9925 2.7316
C 0.8722 1.3679 0.5199
H -0.2085 -0.0259 -2.5608
H 1.3957 2.3293 -2.7260
H -1.6847 -1.5799 -5.7584
H 0.4748 -2.2219 6.0782
H 3.9951 0.1115 -0.1052
H -0.1303 2.7804 -0.8016
H 0.4603 1.1666 6.8268
H -1.9554 -2.3425 -3.4573
H 1.0019 -4.1772 4.5261
H 0.8081 -1.5543 1.0992
H -3.4001 1.6798 -3.5457
H 2.4269 0.5093 1.7973
H -0.2262 -2.0771 -3.7334
H 4.5676 0.8849 -2.6881
H -1.2855 1.0837 6.5845
H -0.7166 2.2392 4.2254
H -3.6420 -0.6004 -4.5678
H 1.1990 -3.8282 2.0788
H -0.6673 -0.2041 -5.2297
H -1.0630 -1.1930 -1.5274
H 3.0769 1.0703 -3.6706
H -1.0098 2.0867 1.3773
H -0.3659 -0.4078 6.9721
H -2.9638 0.5554 -5.7244
H 3.4497 -0.4726 -2.8934
H -1.6530 1.6379 -3.8878

Record 6
51
Properties=species:S:1:pos:R:3 method="wB97M-V/def2-TZVPD" total_charge=+1 e_homo_ev=-11.0008 lumo_energy_ev=-3.87 multiplicity=1
Rb -0.2595 -6.1016 -2.5870
O -1.1926 0.0336 0.4953
O -1.9334 -0.8054 -1.5729
O 1.5813 2.8247 2.3035
N 0.2117 0.1374 -1.4924
C 0.0164 -3.0407 0.4821
C -1.2201 2.1391 -2.3638
C 1.2223 -3.2154 -0.5607
C 1.8285 -1.8464 -1.1137
C -0.6423 3.0060 1.2846
C 0.7634 -4.2538 -1.6821
C 2.9082 0.6539 2.3791
C 2.2432 1.8329 1.4969
C -2.6200 1.3216 2.0180
C 0.0641 1.2081 -2.5263
C -1.0625 -0.2324 -0.8682
C -2.5823 0.1322 0.9191
C -2.2161 2.7328 1.3917
C 0.8823 -1.0445 -2.1220
C 0.2039 2.4875 2.5601
H 1.5754 1.3153 0.7318
H 2.0703 -3.7311 0.0236
H -0.1385 -3.9895 1.1123
H 2.1189 0.2035 3.0624
H 2.7740 -2.1210 -1.7085
H 3.8040 1.0889 2.9193
H -0.2459 2.3865 0.3990
H 1.5717 -0.6068 -2.9306
H -1.1592 2.9172 -3.2099
H -2.2074 1.5840 -2.5570
H -2.6417 2.7418 0.3204
H -3.3091 0.4408 0.1075
H -2.6895 3.6250 1.9195
H 0.1664 -5.0964 -1.1276
H -0.4343 4.0962 1.0393
H -3.7300 1.4011 2.3134
H 0.9775 1.8987 -2.4024
H -1.2484 2.7429 -1.3995
H 3.1961 -0.1660 1.6275
H 2.1661 -1.1870 -0.2427
H 3.0387 2.3939 0.8869
H -2.8433 -0.8377 1.4490
H 0.2128 -2.1443 1.1486
H 0.0447 -3.8295 -2.4766
H 0.0971 0.8401 -3.6006
H -0.2145 3.0712 3.4572
H -2.0693 1.0454 2.9733
H 0.1586 -1.7291 -2.6786
H 1.6703 -4.8050 -2.1737
H 0.0360 1.3686 2.6842
H -0.9441 -2.8871 -0.1088

Record 7
79
Properties=species:S:1:pos:R:3 method="wB97M-V/def2-TZVPD" total_charge=+1 s2=2.02 e_homo_ev="-10.1340 / -10.7687" lumo_energy_ev="-3.98 / -4.07" multiplicity=3
W 0.1834 0.1288 0.3218
Br 0.4199 0.3539 6.9932
As 0.2242 -2.9259 2.2114
S 2.9107 -1.1631 -0.1099
O 0.8233 1.3593 -1.2069
O 1.6695 -1.9759 -0.1113
O 2.4017 2.6160 -2.1848
O -0.2943 -1.4547 1.5928
O 3.9774 -1.6597 0.7067
N 0.3486 0.9033 2.3436
N 2.3015 0.2369 0.4216
N -1.0880 -0.9269 -0.9488
N -1.2959 1.4984 0.2795
N -10.0626 -0.2250 0.1222
C -6.8180 -0.5646 -1.1447
C 4.4613 -0.7054 -4.3438
C -2.3241 3.5058 0.4237
C -6.7558 0.2951 1.1083
C -2.9361 -2.2720 -1.0616
C 3.1034 -0.5448 -4.0708
C 4.8457 -1.1941 -2.0087
C -0.0787 -4.3995 1.0058
C 2.6090 -0.6955 -2.7893
C -0.7847 -2.0749 -1.5930
C 1.4937 0.9621 3.0572
C 2.9094 1.4526 -0.1192
C -2.4559 -1.0205 -0.6385
C -7.4844 -0.1625 0.0111
C -3.2261 0.0573 -0.1654
C 1.5632 0.8216 4.4228
C -8.9157 -0.1972 0.0692
C -1.8847 -2.9172 -1.6927
C -2.6716 1.3054 0.1484
C -0.7830 0.7798 3.0772
C -5.3781 0.3504 1.0411
C 1.9903 -3.0004 2.9814
C -5.4387 -0.5156 -1.2003
C 3.4905 -1.0137 -1.7629
C -0.8092 0.6323 4.4390
C 5.3202 -1.0434 -3.2984
C 2.0233 1.8927 -1.3051
C -1.1118 2.8264 0.4379
C 0.3917 0.6204 5.1369
C 4.9924 -0.4993 -5.7309
C -0.9669 -3.2652 3.7030
C -3.3147 2.5536 0.2499
C -4.6955 -0.0594 -0.1086
H -4.3719 2.7322 0.1486
H -1.9089 -3.8778 -2.1811
H 0.0922 -5.3283 1.5486
H -1.7506 0.5302 4.9599
H -0.8684 -4.3026 4.0195
H 0.5918 -4.3267 0.1538
H -4.9295 -0.7831 -2.1157
H 0.2061 -2.2441 -1.9791
H -1.1112 -4.3438 0.6691
H 2.2029 -2.0495 3.4678
H -0.7160 -2.6075 4.5337
H 5.3816 0.5163 -5.8320
H -4.8144 0.6984 1.8966
H 1.9892 -3.8029 3.7183
H -2.4581 4.5707 0.5144
H -7.3886 -0.9000 -1.9999
H 2.9169 2.2461 0.6331
H 2.5164 0.8840 4.9284
H 6.3750 -1.1860 -3.4967
H 3.9335 1.3006 -0.4573
H 4.2135 -0.6284 -6.4800
H 1.5552 -0.5622 -2.5917
H -7.2784 0.6094 2.0012
H 5.8106 -1.1856 -5.9446
H -0.1139 3.2191 0.5480
H -3.9401 -2.6434 -0.9435
H 2.4259 -0.2834 -4.8735
H -1.9905 -3.0757 3.3845
H 2.3916 1.1320 2.4843
H 2.7392 -3.1788 2.2175
H 5.4970 -1.4573 -1.1859
H -1.7038 0.8112 2.5113

Record 8
15
Properties=species:S:1:pos:R:3 method="wB97M-V/def2-TZVPD" smiles="CCN(N=O)C(N)=O" e_homo_ev=-9.5783 lumo_energy_ev=0.63 multiplicity=1
O 1.5345 -2.0321 0.0808
O -1.8430 0.7288 0.5031
N 0.4714 -1.7188 -0.0032
N -2.0064 -1.3007 -0.2976
N 0.0505 -0.4459 0.3388
C 1.1029 0.4814 0.4510
C -1.2623 -0.3082 0.0974
C 0.8244 1.7543 -0.4215
H 1.6660 2.2704 -0.4443
H -1.5310 -2.0001 -0.1043
H 2.0391 -0.0971 0.1734
H -3.0175 -1.1641 -0.4539
H -0.2089 2.1316 -0.1521
H 1.1142 1.2547 -1.3678
H 1.0661 0.4459 1.6003

Record 9
19
Properties=species:S:1:pos:R:3 method="wB97M-V/def2-TZVPD" e_homo_ev=-9.3183 lumo_energy_ev=0.55 multiplicity=1
O -2.0024 -1.5834 2.7967
O -6.4077 1.2019 2.1472
N 1.2518 0.2834 -0.3981
N 3.3054 -0.3992 0.6169
C 0.9733 0.2453 -2.8271
C 1.9330 -0.1437 0.5626
C 1.8856 0.6041 -1.6540
H 1.5181 -0.3308 1.5492
H -1.5567 -0.8844 2.3043
H 2.8469 0.1142 -1.8088
H 3.5403 -1.0514 1.3494
H 1.4361 0.5601 -3.7581
H 0.0189 0.7398 -2.6625
H -6.1954 0.2649 2.2825
H 2.0480 1.6814 -1.6825
H 3.7790 -0.6747 -0.2320
H 0.7313 -0.8165 -2.8260
H -2.8562 -1.1943 3.0231
H -6.2493 1.3836 1.2172

Record 10
86
Properties=species:S:1:pos:R:3 method="wB97M-V/def2-TZVPD" total_charge=+4 s2=6.06 e_homo_ev="-17.8986 / -17.9288" lumo_energy_ev="-10.56 / -14.20" multiplicity=5
Os 1.0911 -2.0982 -0.1367
Sb -0.8293 2.1681 -2.1827
Se 1.3468 -5.7976 0.0870
P -0.5261 -2.0024 1.4873
F 0.7413 3.5644 3.6405
F 3.5420 4.1578 -6.1216
F -5.3556 6.1122 -3.5346
O 1.9182 0.5610 -0.9460
N 2.9644 -6.2045 -0.3467
N 1.5511 -4.0790 -0.4656
N 1.4320 -0.1530 0.1924
C 1.6970 0.4058 1.3286
C -4.0068 -0.5775 -0.0700
C 0.7591 2.8953 -3.4960
C -0.3984 -6.2292 3.2904
C 1.5293 0.8496 3.6744
C -1.2664 -5.9343 2.2446
C -2.3646 3.5519 -2.6734
C -0.1660 -0.0833 5.0713
C 1.3396 1.9654 -4.4212
C 0.0339 -0.8419 2.7792
C -4.9491 -0.9926 0.8599
C -1.2917 -4.6567 1.7005
C 1.2122 3.7778 1.3647
C 0.9145 0.7654 4.9119
C 0.3793 3.3437 2.3845
C 0.8701 3.4731 0.0531
C 4.6548 -2.8011 -1.8901
C -0.2997 2.7558 -0.2103
C 0.4280 -5.2450 3.8098
C 2.0963 4.7174 -4.3824
C -4.4444 4.5993 -2.0264
C 2.2733 2.3770 -5.3157
C 5.4690 -3.9665 -1.7574
C -2.3698 4.2453 -3.9246
C -4.4017 5.2979 -3.2588
C -0.6051 -0.8705 4.0058
C -0.4728 -3.6566 2.2379
C -4.5605 -1.7797 1.9379
C 1.0948 0.0709 2.6000
C 2.6588 3.7594 -5.2934
C -3.2274 -2.1270 2.1056
C -0.7989 2.6594 2.1404
C -2.2711 -1.6695 1.1942
C 4.9693 -5.1304 -1.2682
C -2.6714 -0.9093 0.0981
C -1.1376 2.3565 0.8280
C 3.6060 -5.1563 -0.8526
C 1.1579 4.2770 -3.5044
C 2.8055 -3.9766 -0.9493
C 3.3394 -2.7920 -1.5143
C -3.3647 5.1288 -4.2111
C 0.3986 -3.9575 3.2823
C -3.4443 3.7191 -1.7532
H 2.3621 1.5317 3.5346
H -1.9378 -6.6936 1.8638
H 1.0794 -5.4681 4.6447
H -5.2585 4.7834 -1.3367
H -3.4669 3.1739 -0.8179
H -1.9786 -4.4296 0.8921
H 1.0270 -3.1857 3.7132
H -1.5819 4.0949 -4.6514
H -0.6611 -0.1604 6.0309
H -2.0556 1.8071 0.6400
H 2.0955 4.3599 1.6026
H 2.5771 1.1971 -0.6250
H 1.0196 0.9309 -4.4281
H 5.5741 -6.0237 -1.1797
H -1.4420 2.3845 2.9683
H -2.9499 -2.7767 2.9249
H 1.2674 1.3681 5.7383
H 5.0963 -1.9108 -2.3224
H 1.5176 3.8141 -0.7482
H 0.7046 4.9862 -2.8220
H -5.9886 -0.7176 0.7418
H 2.3619 1.2678 1.3287
H -5.2954 -2.1339 2.6499
H -1.4426 -1.5372 4.1654
H 2.7186 1.7133 -6.0484
H -3.3944 5.6908 -5.1374
H -0.3699 -7.2301 3.7029
H 6.5046 -3.9169 -2.0665
H -4.3169 0.0019 -0.9328
H 2.7056 -1.9255 -1.7525
H 2.4190 5.7530 -4.4285
H -1.9407 -0.6157 -0.6481

Record 11
20
Properties=species:S:1:pos:R:3 method="wB97M-V/def2-TZVPD" smiles="COC=O.CCOC" e_homo_ev=-9.9791 lumo_energy_ev=0.93 multiplicity=1
O 0.5905 -1.4248 -1.1392
O 1.1021 -2.1966 1.0071
O 0.7802 0.6792 0.6689
C -0.3980 -2.4364 -1.2587
C -1.4281 1.8466 1.1094
C 1.3645 -1.4425 0.0832
C -0.8300 0.5260 0.7130
C 1.2512 1.6166 -0.2953
H -0.5434 -2.6506 -2.3221
H 1.4560 2.5718 0.1925
H -1.9484 2.2902 0.2548
H -0.9316 -0.2422 1.4804
H 0.5445 1.7350 -1.1218
H -0.7090 2.5694 1.4969
H 2.3823 -1.1069 -0.1752
H -0.1170 -3.3643 -0.7510
H -1.3484 -2.0666 -0.8575
H -1.2137 0.1605 -0.2383
H 2.1951 1.2618 -0.7182
H -2.1988 1.6737 1.8711